Density functional theory data (ωB97M-V with the def2-TZVPD basis set) for C20H26HgN2O10 as an isolated structure in a non-equilibrium geometry.

Atoms and positions in Å:
Hg (-0.4308, -0.0272, -0.3692)
C (-0.2520, 3.3043, 2.5046)
C (-0.5389, 2.1735, 1.6976)
C (-2.0309, 1.9206, 1.3147)
O (-2.3121, 0.8434, 0.6928)
C (-2.9926, 2.9013, 1.5904)
C (-2.6247, 4.0285, 2.3737)
C (-1.2141, 4.2595, 2.8604)
O (-0.9019, 5.1912, 3.6319)
O (-3.5233, 4.8722, 2.6033)
O (0.3437, 1.4242, 1.2195)
H (0.7513, 3.3860, 2.9045)
H (-4.0035, 2.7002, 1.2787)
C (-2.6785, -2.4185, -3.5008)
C (-1.7248, -1.7873, -2.6577)
C (-0.2974, -2.4320, -2.5481)
O (0.3752, -2.0207, -1.5629)
C (0.0055, -3.5246, -3.3857)
C (-0.9678, -4.0659, -4.2453)
C (-2.3560, -3.4735, -4.3417)
O (-3.2558, -4.0264, -5.0219)
O (-0.6586, -5.0484, -4.9535)
O (-1.9265, -0.7187, -2.0459)
H (-3.6834, -2.0240, -3.4268)
H (1.0233, -3.8817, -3.3293)
C (1.1440, 2.2462, -4.1006)
C (0.9994, 1.3234, -2.8632)
C (2.2159, 1.3152, -1.9258)
O (1.9652, 0.2464, -1.0224)
C (3.1159, 0.0853, -0.2010)
N (-0.2296, 1.7498, -2.1157)
H (2.0901, 2.0707, -4.6141)
H (1.1426, 3.2549, -3.6760)
H (0.2911, 2.1501, -4.7665)
H (0.9333, 0.2866, -3.1985)
H (2.3864, 2.2794, -1.4397)
H (3.0371, 1.0617, -2.6054)
H (3.2290, 0.9843, 0.4094)
H (4.0461, -0.1260, -0.7374)
H (2.9209, -0.7960, 0.4062)
H (-0.1349, 2.7638, -2.1694)
H (-1.0496, 1.5767, -2.6970)
C (-0.6064, -2.7019, 3.6503)
C (-0.0223, -1.6672, 2.6733)
C (1.4823, -1.5301, 2.8939)
O (1.7171, -1.0601, 4.2067)
C (1.5410, 0.3282, 4.3610)
N (-0.4459, -1.9287, 1.2698)
H (-1.6902, -2.7113, 3.5904)
H (-0.2906, -2.3115, 4.6224)
H (-0.1094, -3.6629, 3.5081)
H (-0.5262, -0.7127, 2.8502)
H (1.9743, -0.7991, 2.2472)
H (1.9479, -2.4992, 2.6990)
H (0.5340, 0.6035, 4.0259)
H (2.2465, 0.9230, 3.7721)
H (1.5858, 0.6122, 5.4101)
H (-0.1116, -2.8719, 1.0637)
H (-1.4541, -2.0392, 1.1894)

Atomic forces in eV per Å
Hg -0.50 -0.88 -0.26
C 0.22 -2.16 -1.08
C -0.90 2.27 0.67
C -0.66 0.30 -0.38
O 0.46 0.10 0.31
C 2.29 -1.45 0.28
C -3.17 1.48 -0.71
C 1.20 0.39 1.74
O -0.93 -0.22 -0.78
O 1.19 -0.16 0.42
O 0.65 -0.83 0.04
H 0.08 0.24 -0.14
H -0.18 0.30 0.09
C 1.07 2.00 1.92
C 0.11 -1.29 -2.02
C -1.27 -0.99 0.38
O 0.60 0.36 -0.31
C -0.05 2.33 1.42
C 1.75 -1.56 -1.60
C -2.36 -1.30 -0.12
O 1.30 0.21 -0.04
O -0.74 0.42 0.20
O -0.23 0.62 0.69
H -0.10 -0.07 -0.37
H -0.08 -0.50 -0.15
C 0.52 -0.20 1.31
C -0.57 0.40 -0.46
C -1.41 -0.58 -1.25
O 2.01 0.91 -0.37
C -0.68 -0.42 0.47
N 0.90 0.21 -1.13
H -0.10 0.05 -0.22
H 0.15 0.23 -0.43
H 0.04 -0.14 -0.09
H -0.46 -0.05 0.15
H 0.01 -0.03 0.26
H 0.46 0.05 0.38
H 0.15 -0.11 0.22
H -0.16 0.20 -0.46
H 0.00 0.15 0.20
H -0.32 0.06 0.82
H 0.00 -0.47 0.21
C 1.06 1.18 0.22
C -1.85 0.30 -0.63
C -0.37 0.93 -0.54
O 0.66 -0.92 0.82
C -0.98 0.37 -0.51
N 1.08 -1.11 0.57
H -0.03 -0.34 -0.05
H -0.32 -0.40 0.24
H -0.38 -0.23 -0.09
H 0.35 0.11 0.44
H -0.47 -0.11 -0.52
H 0.24 -0.07 0.54
H 0.15 0.25 -0.05
H 0.12 -0.13 0.01
H 0.32 -0.33 0.09
H 0.18 0.28 -0.69
H -0.06 0.35 0.40

Multiplicity ... 1
Net charge ... -2
Orbital gap ... 6.08 eV
Energy above the lowest of the compared OMol25 structures with the same formula, charge and spin ... 76.2 kJ/mol
Lowest unoccupied orbital energy ... 4.1 eV